Formula: CH3ClO3P
Source: the OMol25 dataset
Level of theory: ωB97M-V/def2-TZVPD

Bonds (Å) are listed after each position.
Element x y z (Å)
1 C 0.360 0.931 -0.453  P5 1.852, H7 1.110, H8 1.162, H9 1.180
2 O -2.187 -0.493 -0.446  P5 1.509
3 O -1.176 0.323 1.763  P5 1.464
4 O 1.679 -2.270 0.240  Cl6 1.601
5 P -0.991 -0.042 0.358  C1 1.852, O2 1.509, O3 1.464, Cl6 2.241
6 Cl 0.147 -1.959 0.586  O4 1.601, P5 2.241
7 H 0.675 0.516 -1.433  C1 1.110
8 H 0.109 2.026 -0.748  C1 1.162
9 H 1.383 0.968 0.133  C1 1.180

Results
ΔE to the lowest compared entry with this formula, charge and spin (eV): 2.261
LUMO energy (Ha): 0.1473
Total energy (hartree): -1067.19992
HOMO (hartree): -0.16295
Net charge: -1


Formula: CH3ClOSi
Source: the OMol25 dataset
Level of theory: ωB97M-V/def2-TZVPD

Bonds (Å) are listed after each position.
Element x y z (Å)
1 O -1.671 -1.262 -0.435  C2 1.236
2 C -1.104 -0.596 0.439  O1 1.236, Si3 2.132, H5 1.157
3 Si 0.585 0.541 -0.192  C2 2.132, Cl4 2.045, H6 1.526, H7 1.443
4 Cl 2.285 -0.590 -0.089  Si3 2.045
5 H -1.482 -0.662 1.531  C2 1.157
6 H 0.297 0.819 -1.665  Si3 1.526
7 H 1.090 1.750 0.411  Si3 1.443

Results
ΔE to the lowest compared entry with this formula, charge and spin (eV): 0.609
LUMO energy (Ha): -0.0049
Structure (SMILES): O=C[SiH2]Cl
Total energy (hartree): -864.81459
HOMO (hartree): -0.35644